{
  "formula": "C12H35O5",
  "method": "ωB97M-V with the def2-TZVPD basis set",
  "largest_force_ha_per_bohr": 0.13648,
  "relative_energy_kcal_mol": 0.0,
  "total_charge": 1,
  "elements": ["O", "H", "H", "H", "C", "C", "C", "O", "H", "H", "H", "H", "H", "H", "H", "H", "C", "C", "C", "O", "H", "H", "H", "H", "H", "H", "H", "H", "C", "C", "C", "O", "H", "H", "H", "H", "H", "H", "H", "H", "C", "C", "C", "O", "H", "H", "H", "H", "H", "H", "H", "H"],
  "xyz": [[-0.112673, -0.335481, -0.117519], [0.639327, 0.104519, 0.458481], [-0.265673, 0.524519, -0.431519], [0.373327, -0.884481, -0.909519], [-2.737673, 2.175519, 0.760481], [-2.432673, 2.569519, -0.701519], [-2.170673, 4.073519, -1.070519], [-1.271673, 1.840519, -1.150519], [-1.891673, 2.604519, 1.573481], [-2.830673, 1.160519, 0.880481], [-3.637673, 2.683519, 1.237481], [-3.265673, 1.913519, -1.158519], [-2.269673, 4.386519, -2.071519], [-1.577673, 4.627519, -0.408519], [-2.900673, 4.654519, -0.701519], [-1.210673, 2.002519, -2.056519], [-1.807673, -3.399481, -1.991519], [-1.283673, -2.267481, -2.825519], [-2.322673, -1.184481, -2.773519], [-0.035673, -1.765481, -2.460519], [-1.828673, -3.121481, -1.061519], [-1.027673, -4.214481, -2.049519], [-2.607673, -4.013481, -2.351519], [-1.120673, -2.515481, -3.975519], [-2.283673, -0.247481, -3.399519], [-2.390673, -0.776481, -1.669519], [-3.227673, -1.539481, -3.087519], [0.800327, -2.031481, -2.955519], [0.631327, 2.253519, 3.558481], [1.158327, 1.009519, 2.778481], [0.319327, -0.177481, 3.068481], [1.344327, 1.359519, 1.440481], [0.715327, 1.949519, 4.552481], [-0.595673, 2.492519, 3.409481], [1.071327, 3.176519, 3.471481], [2.205327, 0.662519, 3.322481], [-0.675673, -0.106481, 2.633481], [0.148327, -0.374481, 4.198481], [0.580327, -1.148481, 2.492481], [1.947327, 2.075519, 1.464481], [4.175327, -1.306481, 0.753481], [3.200327, -1.563481, -0.368519], [2.151327, -2.693481, -0.074519], [2.581327, -0.423481, -0.817519], [4.772327, -0.370481, 0.650481], [4.755327, -2.270481, 0.864481], [3.483327, -0.731481, 1.574481], [3.776327, -1.943481, -1.237519], [2.462327, -3.623481, 0.053481], [1.489327, -2.738481, -0.927519], [1.630327, -2.572481, 0.759481], [3.371327, 0.040519, -1.152519]],
  "forces_ev_per_a": [[3.65, -2.52, 0.80], [-0.08, -1.30, 0.00], [-2.36, 3.18, -2.44], [-1.44, 1.01, 1.20], [2.17, 5.26, 2.75], [-0.82, -0.95, -0.01], [-1.07, -2.93, 0.60], [0.61, -0.74, 2.59], [-1.73, -1.34, -2.31], [-0.12, -2.45, 0.17], [0.76, -0.64, -1.28], [0.54, 2.21, -0.37], [0.99, -0.20, -1.47], [2.94, -0.12, 0.38], [-4.38, 1.47, 1.27], [0.35, 0.34, -2.31], [3.43, -3.58, -4.97], [-0.95, -0.12, -4.79], [1.41, 3.62, 2.24], [3.19, 0.83, 1.25], [-0.79, 1.47, 5.42], [-0.23, 0.74, 0.36], [-1.16, 0.69, -0.25], [-0.82, -0.15, 2.21], [1.05, -0.94, 0.36], [-0.16, -0.90, -1.95], [-2.53, -1.42, -0.26], [-2.26, 0.06, 0.61], [-4.46, -2.19, -0.89], [2.37, 0.94, 3.58], [-1.77, -2.72, -0.48], [-1.08, -2.03, -0.85], [-0.01, -0.14, 1.94], [3.30, -0.99, 0.08], [1.61, 1.96, -0.72], [-1.92, 1.29, -1.56], [-0.54, 0.74, 0.23], [0.71, 0.32, -2.04], [0.60, 1.35, 1.38], [0.91, 1.12, -0.54], [-1.65, 1.93, 1.52], [1.02, -3.56, -0.34], [1.02, 4.07, -3.79], [-0.20, 1.79, -0.62], [0.47, -1.11, -0.95], [-0.55, 1.47, 1.00], [1.45, -2.57, -0.73], [0.01, -0.19, 0.31], [2.48, -4.06, 0.15], [-0.36, 0.03, -0.13], [-2.56, 1.36, 3.73], [-1.03, 0.61, -0.08]],
  "mulliken_charge": [-0.149, 0.309, 0.508, 0.442, -1.131, 0.640, -1.658, -0.671, -0.029, 0.399, 0.408, 0.180, 0.474, 0.437, 0.537, 0.232, -1.575, 0.551, -1.086, -0.581, 0.495, 0.322, 0.434, 0.299, 0.264, 0.052, 0.518, 0.291, -1.427, 0.893, -1.278, -0.600, 0.454, 0.135, 0.495, 0.115, 0.285, 0.389, 0.135, 0.304, -1.029, 0.477, -1.350, -0.523, 0.373, 0.358, 0.051, 0.371, 0.668, 0.180, 0.273, 0.338]
}